*A*
{
  "formula": "C4H10NO",
  "method": "the ωB97M-V functional and the def2-TZVPD basis",
  "species": ["O", "C", "C", "C", "C", "N", "H", "H", "H", "H", "H", "H", "H", "H", "H", "H"],
  "positions_angstrom": [[1.088, -0.561, 1.656], [0.723, 0.388, 1.012], [-0.133, 0.288, -0.163], [-0.535, 1.456, -0.913], [0.333, 1.646, -2.184], [-0.571, -3.163, 1.988], [0.995, 1.408, 1.325], [-0.500, -0.718, -0.385], [-0.429, 2.326, -0.255], [-1.598, 1.391, -1.172], [1.384, 1.714, -1.902], [0.262, 0.784, -2.848], [0.078, 2.546, -2.730], [-1.033, -3.131, 2.886], [-0.060, -4.024, 1.848], [-0.003, -2.350, 1.835]],
  "lowdin_charge": [0.1778, -0.1636, 0.2166, -0.1732, -0.0097, 0.0415, 0.1550, 0.1682, 0.1384, 0.1585, 0.0945, 0.0982, 0.1041, 0.0213, 0.0232, -0.0508],
  "charge": 1,
  "homo_ev": -12.86,
  "homo_lumo_gap_ev": 4.0
}

***

*B*
{
  "formula": "C4H10NO",
  "method": "the ωB97M-V functional and the def2-TZVPD basis",
  "species": ["C", "C", "C", "N", "C", "H", "H", "H", "H", "H", "H", "H", "H", "H", "H", "O"],
  "positions_angstrom": [[-1.450, -1.617, 1.672], [-1.039, -0.609, 0.741], [-0.433, -0.784, -0.492], [0.461, 0.108, -0.952], [0.909, 0.111, -2.190], [-1.181, -2.696, 1.563], [-2.569, -1.591, 1.729], [-1.061, -1.285, 2.676], [-1.649, 0.324, 0.851], [-0.964, -1.370, -1.242], [0.828, 0.967, -0.448], [1.746, 0.656, -2.547], [0.333, -0.511, -2.895], [0.497, 2.518, 1.064], [2.030, 2.724, 1.158], [1.354, 2.113, 0.796]],
  "lowdin_charge": [-0.0902, -0.0950, -0.1124, 0.0097, 0.1699, 0.1079, 0.1138, 0.1242, 0.1518, 0.1547, 0.1309, 0.1019, 0.1196, 0.0827, 0.0910, -0.0605],
  "charge": 1,
  "homo_ev": -12.80,
  "homo_lumo_gap_ev": 7.3
}

***

*C*
{
  "formula": "C4H10NO",
  "method": "the ωB97M-V functional and the def2-TZVPD basis",
  "species": ["C", "C", "C", "C", "N", "O", "H", "H", "H", "H", "H", "H", "H", "H", "H", "H"],
  "positions_angstrom": [[1.048, 0.099, -0.483], [-0.394, 0.285, 0.016], [-0.612, 1.270, 1.019], [-1.358, -0.632, -0.428], [1.549, -1.275, -0.451], [1.851, 1.114, 0.117], [0.790, 0.308, -1.508], [0.121, 1.290, 1.779], [-1.623, 1.174, 1.294], [-0.708, 2.313, 0.533], [-2.391, -0.299, -0.423], [-1.273, -1.323, 0.498], [-0.979, -1.341, -1.305], [2.356, -1.280, -1.167], [2.100, -1.179, 0.459], [2.672, 0.892, -0.181]],
  "lowdin_charge": [-0.4091, -0.1457, 0.0290, 0.0126, 0.0877, 0.0476, 0.1672, 0.1141, 0.0938, 0.1941, 0.1198, 0.1952, 0.1687, 0.1383, 0.1315, 0.0552],
  "charge": 1,
  "homo_ev": -15.27,
  "homo_lumo_gap_ev": 9.3
}

***

Relative energies, unit kJ/mol: *A* 122.6; *B* 44.9; *C* 0.0

***

*A*
{
  "formula": "C3H6NO2",
  "method": "the ωB97M-V functional and the def2-TZVPD basis",
  "species": ["C", "C", "C", "N", "O", "O", "H", "H", "H", "H", "H", "H"],
  "positions_angstrom": [[2.381, 0.982, -0.533], [-1.276, 1.669, 0.024], [-1.745, -0.756, -0.126], [-1.021, 0.458, 0.084], [-1.198, 2.808, 0.210], [1.507, 1.129, 0.220], [2.406, 0.297, -1.297], [3.262, 1.770, -0.544], [-2.153, -0.717, -1.071], [-1.050, -1.604, 0.041], [-2.655, -0.743, 0.622], [0.161, 0.428, 0.224]],
  "lowdin_charge": [-0.0330, -0.1427, -0.0078, 0.0434, 0.3221, 0.0432, 0.0765, 0.1561, 0.0689, 0.1208, 0.1557, 0.1967],
  "charge": 1,
  "homo_ev": -15.64,
  "homo_lumo_gap_ev": 10.7
}

***

*B*
{
  "formula": "C3H6NO2",
  "method": "the ωB97M-V functional and the def2-TZVPD basis",
  "species": ["C", "C", "C", "N", "O", "O", "H", "H", "H", "H", "H", "H"],
  "positions_angstrom": [[0.797, -0.960, -0.393], [0.009, 0.154, -0.070], [1.841, -0.393, 0.421], [-1.410, -0.338, 0.281], [0.520, -2.097, -0.479], [2.685, 0.509, 0.023], [-0.029, 1.151, -0.425], [1.859, -0.575, 1.498], [-1.858, 0.455, 0.938], [-1.246, -1.275, 0.638], [-1.940, -0.314, -0.515], [2.851, 0.431, -0.997]],
  "lowdin_charge": [-0.5068, -0.0023, -0.0488, 0.2231, 0.1667, 0.1289, 0.1282, 0.1744, 0.2455, 0.1571, 0.1165, 0.2175],
  "charge": 1,
  "homo_ev": [-14.33, -14.33],
  "homo_lumo_gap_ev": [10.1, 10.1]
}

***

*C*
{
  "formula": "C3H6NO2",
  "method": "the ωB97M-V functional and the def2-TZVPD basis",
  "species": ["C", "O", "N", "C", "O", "C", "H", "H", "H", "H", "H", "H"],
  "positions_angstrom": [[-1.869, 0.787, 0.320], [-1.219, -0.486, 0.204], [0.048, -0.466, -0.136], [1.250, -0.939, -0.226], [2.193, -2.039, -0.356], [1.183, 0.520, -0.319], [-2.968, 0.561, -0.088], [-1.287, 1.556, -0.263], [-1.799, 1.024, 1.397], [1.845, -2.802, 0.191], [1.478, 1.179, 0.615], [1.145, 1.105, -1.338]],
  "lowdin_charge": [0.0056, -0.0335, 0.0251, -0.0748, 0.1328, 0.0745, 0.1639, 0.1072, 0.1055, 0.1618, 0.1681, 0.1639],
  "charge": 1,
  "homo_ev": -15.33,
  "homo_lumo_gap_ev": 10.8
}

***

*D*
{
  "formula": "C3H6NO2",
  "method": "the ωB97M-V functional and the def2-TZVPD basis",
  "species": ["C", "C", "C", "N", "O", "O", "H", "H", "H", "H", "H", "H"],
  "positions_angstrom": [[-2.370, 0.732, -0.750], [1.367, 1.019, 0.482], [0.352, -1.066, 0.149], [-1.423, 0.348, -0.237], [0.193, -2.105, -0.597], [1.164, -0.196, -0.241], [-3.030, 1.053, -1.524], [1.105, 1.798, -0.312], [2.471, 1.189, 0.664], [0.735, 1.000, 1.456], [-0.138, -1.070, 1.103], [-0.428, -2.702, -0.192]],
  "lowdin_charge": [0.0882, -0.0039, -0.2590, 0.1226, 0.2378, 0.0129, 0.0920, 0.1309, 0.1274, 0.1373, 0.1609, 0.1529],
  "charge": 1,
  "homo_ev": -16.92,
  "homo_lumo_gap_ev": 12.9
}

***

Relative energies, unit kJ/mol: *A* 50.4; *B* 166.9; *C* 389.5; *D* 0.0

***

*A*
{
  "formula": "C5H10N3OS",
  "method": "the ωB97M-V functional and the def2-TZVPD basis",
  "species": ["C", "C", "C", "C", "C", "N", "N", "N", "O", "S", "H", "H", "H", "H", "H", "H", "H", "H", "H", "H"],
  "positions_angstrom": [[4.151, -1.043, -0.274], [2.785, -0.844, -0.312], [3.776, 1.042, 0.080], [-4.465, -0.337, 0.318], [-1.268, 0.497, -0.083], [4.712, 0.147, 0.033], [2.581, 0.507, -0.182], [-2.539, 0.745, -0.458], [-3.371, -0.353, -0.548], [-0.223, 1.707, -0.106], [4.655, -1.913, -0.405], [1.877, -1.362, -0.450], [3.849, 2.036, 0.293], [-4.699, -1.331, 0.713], [-5.311, -0.073, -0.163], [-4.357, 0.300, 1.125], [-1.016, -0.435, 0.314], [5.653, 0.377, 0.258], [-2.890, 1.426, -1.094], [1.547, 0.798, -0.135]],
  "lowdin_charge": [-0.0133, -0.0105, -0.0764, -0.0639, -0.6155, 0.1281, 0.0793, -0.0463, -0.1345, 0.7606, 0.1026, 0.1208, 0.1370, 0.1089, 0.0538, 0.0756, 0.0711, 0.1841, 0.1538, -0.0155],
  "charge": 1,
  "homo_ev": -12.56,
  "homo_lumo_gap_ev": 9.6
}

***

*B*
{
  "formula": "C5H10N3OS",
  "method": "the ωB97M-V functional and the def2-TZVPD basis",
  "species": ["C", "C", "O", "C", "C", "N", "N", "S", "C", "N", "H", "H", "H", "H", "H", "H", "H", "H", "H", "H"],
  "positions_angstrom": [[1.884, 0.863, 1.135], [0.817, 0.372, 0.231], [1.001, 0.705, -1.217], [0.647, -1.164, 0.217], [-0.662, -1.090, -0.552], [-0.699, -0.801, -1.823], [-1.733, -1.256, 0.160], [-2.885, 0.014, 0.333], [-1.619, 1.226, 0.706], [-0.434, 1.045, 0.511], [2.916, 0.435, 1.114], [1.998, 1.845, 0.831], [1.521, 0.827, 2.101], [0.564, 1.570, -1.381], [1.579, -1.556, -0.429], [0.515, -1.828, 1.061], [-1.473, -1.077, -2.359], [0.169, -0.471, -2.422], [-1.796, -1.764, 0.980], [-2.310, 2.108, 0.802]],
  "lowdin_charge": [0.0184, -0.5082, -0.0533, 0.0200, -0.4293, 0.2275, -0.2104, 1.0101, -0.4079, 0.0749, 0.1306, 0.0747, 0.0790, 0.1367, 0.1918, 0.1344, 0.1250, 0.2111, 0.0832, 0.0916],
  "charge": 1,
  "homo_ev": -13.14,
  "homo_lumo_gap_ev": 9.2
}

***

Relative energies, unit kJ/mol: *A* 0.0; *B* 62.7

***

*A*
{
  "formula": "C7H11N2",
  "method": "the ωB97M-V functional and the def2-TZVPD basis",
  "species": ["C", "C", "C", "C", "C", "C", "C", "N", "N", "H", "H", "H", "H", "H", "H", "H", "H", "H", "H", "H"],
  "positions_angstrom": [[0.963, -0.476, 0.293], [0.129, 0.783, -0.187], [-3.375, -0.230, 0.072], [-1.319, 0.653, -0.249], [-2.072, -0.573, -0.567], [-2.369, 0.455, 0.844], [2.474, -0.355, 0.232], [0.325, -1.453, 0.736], [2.908, 0.734, -0.635], [0.281, 1.500, 0.690], [0.575, 0.928, -1.139], [-4.002, 0.583, -0.263], [-4.000, -1.084, 0.319], [-1.871, 1.674, -0.655], [-1.405, -1.442, -0.467], [2.836, -1.457, -0.133], [2.779, -0.330, 1.366], [0.684, -2.215, 1.299], [2.763, 1.708, -0.258], [3.694, 0.599, -1.297]],
  "lowdin_charge": [-0.3416, -0.0945, -0.0762, -0.2732, 0.0298, 0.2638, -0.2323, 0.1467, -0.0254, 0.1740, 0.1100, 0.1596, 0.1538, 0.2559, 0.1217, 0.1756, 0.1479, 0.0947, 0.1098, 0.0996],
  "charge": 1,
  "homo_ev": -12.46,
  "homo_lumo_gap_ev": 6.1
}

***

*B*
{
  "formula": "C7H11N2",
  "method": "the ωB97M-V functional and the def2-TZVPD basis",
  "species": ["C", "C", "C", "N", "C", "C", "C", "N", "C", "H", "H", "H", "H", "H", "H", "H", "H", "H", "H", "H"],
  "positions_angstrom": [[2.361, 1.611, 1.287], [1.547, 1.176, 0.537], [0.658, 0.295, -0.319], [0.022, 1.024, -1.339], [1.540, -0.844, -0.579], [2.432, -0.713, -1.534], [-0.359, -0.175, 0.773], [-1.658, -0.017, 0.680], [-2.657, -0.201, 1.696], [2.972, 2.088, 1.952], [-0.184, 0.487, -2.115], [0.544, 1.908, -1.475], [1.576, -1.654, 0.197], [3.173, -1.550, -1.601], [2.576, 0.152, -2.115], [0.215, -0.589, 1.531], [-2.009, 0.613, -0.056], [-2.516, 0.311, 2.714], [-2.605, -1.313, 2.022], [-3.650, 0.058, 1.360]],
  "lowdin_charge": [0.2023, -0.0518, -0.5415, 0.1227, -0.1378, 0.0668, 0.1011, 0.0570, -0.0416, 0.0323, 0.0800, 0.1316, 0.1439, 0.1022, 0.0707, 0.1313, 0.1715, 0.1323, 0.1350, 0.0921],
  "charge": 1,
  "homo_ev": -13.51,
  "homo_lumo_gap_ev": 8.8
}

***

Relative energies, unit kJ/mol: *A* 330.2; *B* 0.0